# C6H8S

The molecule C6H8S (ωB97M-V/def2-TZVPD, the OMol25 dataset).

Summary:
* gap between HOMO and LUMO (spin up / spin down): 8.34 / 7.70 eV
* spin multiplicity: 1
* E_HOMO (spin up / spin down): -8.718 / -7.982 eV

```
15
C6H8S (ωB97M-V/def2-TZVPD)
C 1.75174 0.80733 0.08381
C 2.34700 0.03991 -0.77862
C 0.40512 1.58378 -0.03880
C -0.65883 0.59894 0.39338
C -1.10974 -0.50496 -0.46147
C -1.22395 -1.90097 0.02141
S -2.35147 0.72910 -0.28177
H 2.10735 0.86094 1.22770
H 2.30998 -0.21282 -1.78120
H 0.29274 2.46717 0.63200
H 0.34659 1.91284 -1.11813
H -0.52042 0.49285 1.40802
H -0.42658 -2.47373 -0.47511
H -2.30760 -2.39477 0.08264
H -0.96193 -2.00561 1.08615
```


# C8H14BrOP

A 2-piece molecular cluster, C8H14BrOP overall (ωB97M-V/def2-TZVPD, the OMol25 dataset).

Summary:
* gap between HOMO and LUMO (spin up / spin down): 6.73 / 6.69 eV
* spin multiplicity: 1
* E_HOMO (spin up / spin down): -8.001 / -7.952 eV

```
25
C8H14BrOP (ωB97M-V/def2-TZVPD)
C -0.34783 0.32408 0.37911
C -0.20049 -0.87857 0.50288
C 1.64724 -4.04731 0.41229
C -0.99204 1.76605 -1.47510
C -0.05326 2.80206 0.57906
C -2.39110 1.57873 0.71509
C 0.68481 -2.99661 -0.21243
C -0.90932 1.60890 0.07368
O 0.02405 -2.10838 0.77725
P 2.56756 0.87836 -1.14719
Br 3.73049 0.16986 0.55179
H 2.25585 -4.68721 -0.42048
H 2.44256 -3.35633 0.80434
H 1.20436 -4.74498 1.03560
H -1.04242 2.78714 -1.52027
H -0.16616 1.22981 -1.96012
H -1.93959 1.56150 -1.85633
H -0.50223 3.80730 0.66704
H 0.87098 2.90897 -0.12203
H 0.27525 2.44502 1.59728
H -2.47416 1.89188 1.73490
H -2.79230 0.64991 0.49294
H -2.94590 2.27911 0.21278
H -0.04914 -3.57378 -0.73902
H 1.10282 -2.29550 -1.08308
```


# C36H72O14S5

A 9-piece molecular cluster, C36H72O14S5 overall (ωB97M-V/def2-TZVPD, the OMol25 dataset).

Summary:
* gap between HOMO and LUMO: 9.26 eV
* SMILES string: O=S1(=O)CCCC1.O=S1(=O)CCCC1.O=S1(=O)CCCC1.O=S1(=O)CCCC1.O=S1(=O)CCCC1.C1CCOC1.C1CCOC1.C1CCOC1.C1CCOC1
* spin multiplicity: 1
* E_HOMO: -9.352 eV

```
127
C36H72O14S5 (ωB97M-V/def2-TZVPD)
C -21.79436 15.55392 -14.66774
C -21.33408 16.99636 -14.18455
C -20.74258 16.79756 -12.79120
S -19.72177 15.34880 -12.94476
O -20.01879 14.52036 -11.82612
O -18.35173 15.69295 -13.23200
C -20.53654 14.64528 -14.42710
H -22.09332 15.62938 -15.69245
H -22.60565 15.19760 -14.02884
H -22.18326 17.72515 -14.22733
H -20.50138 17.31868 -14.82508
H -21.59530 16.70097 -12.11677
H -20.06125 17.56081 -12.43918
H -20.71099 13.58391 -14.19865
H -19.84250 14.70298 -15.19021
C -15.79849 16.70189 -10.52032
C -15.94505 15.06456 -10.25860
C -17.22112 14.81596 -9.42887
S -17.13850 16.17903 -8.24336
O -16.29214 15.81374 -7.16324
O -18.44121 16.72540 -8.00131
C -16.22973 17.38571 -9.25549
H -16.39163 16.99993 -11.36789
H -14.74638 16.95679 -10.72911
H -15.06890 14.65326 -9.78578
H -16.14856 14.70646 -11.29002
H -17.17623 13.90844 -8.83058
H -18.11327 14.82586 -10.03589
H -15.46166 17.73616 -8.56428
H -16.85165 18.26251 -9.46616
C -15.68785 7.51845 -15.41984
C -14.25212 7.45673 -14.94052
C -13.42793 7.60661 -16.19836
S -14.20736 6.65332 -17.41669
O -13.54324 5.39322 -17.45519
O -14.35380 7.49513 -18.58650
C -15.77070 6.60768 -16.62114
H -15.90140 8.55467 -15.60491
H -16.31135 7.28134 -14.55651
H -14.12525 6.45046 -14.58287
H -14.05515 8.22259 -14.22412
H -12.41120 7.25623 -16.12147
H -13.53147 8.58361 -16.56503
H -15.91051 5.56483 -16.39689
H -16.54694 6.92947 -17.31744
C -20.83205 14.11936 -8.49562
C -19.64541 13.65509 -7.68543
C -20.10870 12.74965 -6.53503
S -21.79186 13.37769 -6.10904
O -21.80880 14.11084 -4.86798
O -22.62272 12.21596 -6.24294
C -21.83753 14.63232 -7.44816
H -21.21472 13.29565 -9.03381
H -20.54649 14.91779 -9.25389
H -19.07252 14.45597 -7.22793
H -18.93417 13.14822 -8.33665
H -19.44639 12.92117 -5.66293
H -20.25008 11.68842 -6.76858
H -21.50982 15.57892 -6.99247
H -22.83704 14.72634 -7.85182
C -18.21839 10.76965 -10.53806
C -17.66997 11.78936 -11.51486
C -17.30715 11.07996 -12.78411
S -16.64705 9.50265 -12.15477
O -15.20463 9.55662 -12.40863
O -17.39767 8.40745 -12.70538
C -17.23538 9.69119 -10.44857
H -19.19923 10.34573 -10.84464
H -18.39307 11.35347 -9.62616
H -16.75282 12.19364 -11.12481
H -18.39524 12.57805 -11.72242
H -16.46286 11.50999 -13.33840
H -18.17186 10.88476 -13.42658
H -16.31655 9.98175 -9.89951
H -17.56343 8.66696 -10.17031
C -19.74339 9.22831 -16.11895
C -21.14272 9.37263 -16.67737
C -21.43244 7.95386 -17.21995
O -20.84527 7.11684 -16.20646
C -19.61870 7.68593 -15.84517
H -19.72669 9.78944 -15.17847
H -18.94952 9.61176 -16.72812
H -21.31465 10.16232 -17.40556
H -21.90130 9.58935 -15.87184
H -20.89476 7.80386 -18.16684
H -22.50324 7.70061 -17.30528
H -18.79847 7.31268 -16.43137
H -19.45214 7.49892 -14.78423
C -15.63978 11.47245 -5.71693
C -14.40950 11.08455 -6.65842
C -15.02811 11.24983 -8.01941
O -16.40373 11.53765 -7.95228
C -16.56175 12.16400 -6.66386
H -15.49839 12.17953 -4.86759
H -16.11000 10.58180 -5.37292
H -14.10658 10.08227 -6.41127
H -13.62219 11.75836 -6.43158
H -14.95875 10.34460 -8.56161
H -14.56067 12.09399 -8.48518
H -17.61470 12.12958 -6.38197
H -16.37896 13.21411 -6.80659
C -14.60087 10.85637 -18.43727
C -15.97554 10.43569 -17.96183
C -16.65539 11.80005 -17.94798
O -15.68669 12.62755 -17.32983
C -14.37033 12.12820 -17.71369
H -14.71967 11.05617 -19.51532
H -13.85983 10.09388 -18.47510
H -15.96015 9.96058 -16.97488
H -16.43828 9.73518 -18.65006
H -17.49420 11.90612 -17.29846
H -16.99121 12.21271 -18.88704
H -13.84855 11.96951 -16.74687
H -13.80467 12.94544 -18.25467
C -14.46584 12.65261 -12.50372
C -13.00408 13.04044 -12.13532
C -12.22329 12.79968 -13.42565
O -13.17952 12.76627 -14.45416
C -14.45779 12.95008 -13.97214
H -15.15466 13.25931 -11.95354
H -14.60420 11.57626 -12.30908
H -12.49564 12.53947 -11.29546
H -12.88728 14.14436 -11.92245
H -11.70208 11.82333 -13.38524
H -11.49047 13.58653 -13.61720
H -15.08183 12.29329 -14.46472
H -14.61032 13.97715 -14.26504
```


# C14H12AuF5IN5O5S2Te

C14H12AuF5IN5O5S2Te as an isolated structure (ωB97M-V/def2-TZVPD, the OMol25 dataset).

Summary:
* gap between HOMO and LUMO: 6.28 eV
* total charge: -2
* spin multiplicity: 1
* E_HOMO: -2.033 eV

```
46
C14H12AuF5IN5O5S2Te (ωB97M-V/def2-TZVPD)
Au -0.25352 0.92496 -0.95844
O -1.81175 2.02015 1.18656
N -0.80009 1.94055 1.88581
O 0.24469 1.53491 1.31131
N -3.92228 -0.48976 4.76729
C -3.00986 -1.19602 3.95339
C -3.25808 -2.51480 3.58642
C -2.36178 -3.19448 2.76978
C -1.20763 -2.56507 2.34122
C -0.94637 -1.24818 2.71438
C -1.84015 -0.57208 3.51924
S -0.10719 -3.33663 1.18012
O 1.18922 -3.43868 1.81471
O -0.73140 -4.58251 0.76550
N -0.02604 -2.23604 0.06532
C -0.91250 -2.09994 -0.91166
S -1.98467 -3.34487 -1.55713
C -2.59639 -2.21273 -2.72042
C -1.99443 -1.01869 -2.56148
N -1.06781 -0.95051 -1.54812
H -4.87526 -0.78954 4.62162
H -3.85615 0.50749 4.61834
H -4.17101 -3.00140 3.91468
H -2.56321 -4.20578 2.44174
H -0.07967 -0.72974 2.31843
H -1.65819 0.47244 3.74806
H -3.35868 -2.47712 -3.43362
H -2.18452 -0.12645 -3.13939
I 3.19256 -1.25022 0.68127
C 3.94809 0.38835 -0.38154
C 5.31034 0.50764 -0.64779
C 5.73134 1.61412 -1.36478
C 4.79372 2.54975 -1.77840
C 3.46165 2.33517 -1.45652
N 3.04880 1.26833 -0.77285
H 6.00161 -0.24737 -0.30126
H 6.78236 1.74367 -1.59773
H 5.07712 3.42728 -2.34417
H 2.68357 3.02920 -1.75055
F 0.74812 1.71990 -4.07395
Te 0.02774 3.33074 -3.43397
F -0.27025 3.65512 -5.26043
F -1.71059 2.61953 -3.50421
F -0.72006 5.04180 -3.23793
F 1.70073 4.13998 -3.77912
O 0.33786 3.05753 -1.68973
```


Question: Number 1 is which compound?
Answer: C6H8S